The following is a DFT calculation (the ωB97M-V functional and the def2-TZVPD basis) of a 12-piece molecular cluster, C32H50N10O16S2 overall.

Positions of all 110 atoms, in Å:
1 C 6.272 -9.341 -15.198
2 N 6.754 -8.811 -13.924
3 O 7.888 -8.331 -13.919
4 O 6.068 -9.092 -12.880
5 H 5.184 -9.285 -15.205
6 H 6.592 -10.381 -15.126
7 H 6.649 -8.838 -16.089
8 C -1.171 -7.784 -13.535
9 N -0.854 -9.191 -13.096
10 O -1.241 -9.594 -12.029
11 O -0.243 -9.907 -13.902
12 H -0.315 -7.489 -14.143
13 H -1.188 -7.246 -12.587
14 H -2.100 -7.844 -14.101
15 C 6.936 -7.802 -10.027
16 N 5.840 -8.352 -9.184
17 O 5.632 -7.718 -8.173
18 O 5.248 -9.312 -9.603
19 H 7.811 -7.523 -9.440
20 H 6.759 -6.937 -10.666
21 H 7.326 -8.644 -10.598
22 C 2.928 -13.937 -15.266
23 N 4.059 -13.010 -14.795
24 O 4.990 -12.747 -15.487
25 O 3.895 -12.513 -13.702
26 H 3.467 -14.804 -15.648
27 H 2.420 -13.503 -16.127
28 H 2.322 -14.056 -14.368
29 C 5.843 -12.920 -11.019
30 C 6.265 -12.520 -9.577
31 O 7.011 -13.534 -9.052
32 S 6.677 -14.996 -9.814
33 O 5.500 -15.655 -9.234
34 O 7.854 -15.780 -9.926
35 O 6.305 -14.185 -11.267
36 H 6.267 -12.281 -11.793
37 H 4.755 -12.945 -11.075
38 H 5.497 -12.207 -8.870
39 H 6.937 -11.676 -9.732
40 C 2.513 -9.156 -11.268
41 C 2.980 -9.902 -12.500
42 O 3.250 -9.009 -13.482
43 S 3.004 -7.440 -13.037
44 O 2.227 -6.733 -14.116
45 O 4.214 -6.805 -12.461
46 O 2.096 -7.918 -11.805
47 H 3.019 -9.149 -10.302
48 H 1.537 -9.554 -10.993
49 H 2.224 -10.645 -12.753
50 H 3.926 -10.394 -12.277
51 N 5.472 -3.904 -16.996
52 C 4.364 -3.576 -16.284
53 C 4.300 -4.403 -15.182
54 C 5.431 -5.268 -15.160
55 C 6.172 -4.913 -16.353
56 H 5.613 -3.548 -17.931
57 H 3.910 -2.671 -16.662
58 H 3.576 -4.438 -14.381
59 H 5.718 -5.973 -14.394
60 H 7.076 -5.381 -16.713
61 N -1.153 -7.281 -8.910
62 C 0.145 -7.158 -9.422
63 C 0.933 -7.486 -8.318
64 C 0.152 -7.778 -7.165
65 C -1.186 -7.747 -7.563
66 H -1.975 -6.979 -9.413
67 H 0.368 -6.796 -10.415
68 H 2.012 -7.437 -8.352
69 H 0.393 -7.908 -6.121
70 H -2.155 -7.932 -7.123
71 N 1.831 -13.953 -8.109
72 C 2.850 -13.060 -7.797
73 C 2.739 -11.877 -8.483
74 C 1.456 -11.956 -9.079
75 C 0.980 -13.259 -8.926
76 H 1.736 -14.880 -7.720
77 H 3.547 -13.430 -7.060
78 H 3.342 -10.983 -8.538
79 H 0.901 -11.182 -9.588
80 H 0.109 -13.790 -9.281
81 N 6.816 -3.851 -8.916
82 C 5.578 -4.428 -8.903
83 C 5.021 -4.508 -10.203
84 C 6.036 -4.051 -11.015
85 C 7.106 -3.691 -10.220
86 H 7.388 -3.658 -8.106
87 H 5.159 -4.821 -7.989
88 H 4.060 -4.924 -10.466
89 H 6.014 -4.087 -12.095
90 H 8.117 -3.373 -10.426
91 N -0.901 -2.589 -11.666
92 C -0.182 -3.397 -10.848
93 C 0.498 -4.318 -11.639
94 C 0.151 -4.008 -12.911
95 C -0.690 -2.943 -12.966
96 H -1.505 -1.843 -11.352
97 H -0.267 -3.153 -9.799
98 H 1.156 -5.074 -11.237
99 H 0.645 -4.654 -13.622
100 H -1.201 -2.416 -13.758
101 N 3.351 -7.456 -16.951
102 C 4.086 -7.506 -18.076
103 C 3.983 -8.727 -18.666
104 C 3.331 -9.526 -17.696
105 C 2.862 -8.692 -16.652
106 H 3.257 -6.689 -16.301
107 H 4.656 -6.635 -18.361
108 H 4.431 -9.026 -19.602
109 H 3.140 -10.583 -17.802
110 H 2.268 -8.806 -15.757

Forces on the atoms, in the same order (eV/Å):
C -0.415 -0.325 0.965
N -2.803 0.276 -2.107
O 3.467 1.293 0.550
O -0.399 -0.722 1.349
H 0.023 -0.204 -0.013
H -0.143 -0.486 -0.778
H 0.360 0.067 0.343
C 0.925 -0.711 0.677
N 0.677 -1.395 -1.715
O -0.245 0.405 0.550
O -0.543 1.060 0.739
H -0.264 0.149 -0.051
H -0.438 0.349 -0.402
H 0.087 0.225 0.241
C 2.228 -1.105 -0.611
N 1.329 2.162 -1.144
O -0.872 -0.509 0.849
O -0.604 -0.641 0.534
H -0.515 0.154 0.839
H -1.063 -0.355 0.074
H -0.600 0.227 -0.670
C 1.355 0.321 -0.036
N -1.455 0.605 0.503
O 0.865 -0.547 -1.480
O -0.378 -0.230 0.761
H -0.337 -0.276 0.376
H 0.004 0.358 0.346
H -0.043 -0.321 -0.490
C -1.666 1.437 0.543
C -0.087 2.485 -1.226
O 0.977 -4.130 0.276
S -2.119 1.648 0.056
O 1.836 1.660 -1.168
O 0.011 0.545 -0.280
O 1.587 -3.958 1.766
H -0.151 0.262 0.217
H -0.098 0.319 -0.197
H -0.395 -0.253 -0.456
H 0.048 0.151 0.390
C -2.435 -0.911 0.464
C 1.384 -2.373 2.557
O -0.122 3.723 -2.438
S 1.771 0.223 -0.188
O 1.789 -2.102 3.209
O -3.216 -1.281 -1.934
O -0.478 2.790 -0.417
H 1.018 0.621 -0.682
H -0.009 -0.383 0.140
H 0.034 0.239 -0.612
H 0.020 -0.248 -0.078
N 1.057 -1.073 0.332
C 0.067 0.108 -0.109
C 0.017 -0.080 0.688
C 1.152 1.657 -3.094
C -1.477 -0.820 1.946
H 0.373 -0.176 0.340
H -0.850 -0.262 0.521
H -0.178 0.404 -0.194
H 0.000 -0.111 -0.175
H -0.106 0.253 -0.217
N -0.156 -0.562 0.150
C -1.284 -0.617 3.133
C 0.865 0.588 -0.650
C -1.862 -0.173 -0.518
C 1.435 1.590 -2.487
H 0.138 -0.356 0.066
H -0.108 -0.235 0.260
H 0.053 -0.087 0.142
H 0.608 -0.358 -0.284
H 0.296 0.086 0.256
N 0.825 2.160 -0.109
C 1.132 -1.500 0.656
C -1.390 -0.269 0.602
C -0.826 -1.390 -1.003
C -0.508 0.211 0.181
H -0.013 0.364 -0.274
H 0.446 0.310 -0.260
H 0.283 -0.250 0.487
H 0.215 -0.050 -0.178
H -0.136 0.469 -0.139
N -1.608 -1.215 -0.133
C -2.099 -0.379 0.339
C 0.739 -0.289 3.069
C 1.295 0.360 -1.212
C 1.617 0.957 -1.175
H -0.116 -0.187 -0.437
H -0.031 0.259 0.057
H 0.181 0.025 0.032
H 0.210 0.226 0.013
H -0.198 0.170 -0.600
N -0.238 0.403 -0.044
C -0.116 0.128 0.697
C -0.445 0.874 3.810
C 1.120 -1.484 -2.880
C -0.636 0.381 -0.199
H 0.243 -0.215 -0.108
H 0.384 -0.533 0.105
H 0.052 0.083 -0.377
H -0.504 0.542 -1.053
H 0.225 -0.203 -0.047
N -0.266 -0.268 1.065
C 0.344 1.917 -0.881
C 0.542 -0.495 0.921
C -1.719 -0.091 0.739
C 0.843 -0.790 -1.599
H 0.317 0.159 -0.231
H -0.171 0.013 -0.182
H 0.043 -0.071 0.203
H -0.123 0.022 0.121
H 0.146 -0.415 -0.223

The LUMO energy (alpha / beta) is 1.94 / 1.94 eV. Its molar mass is 894.94 g/mol. The value obtained for the frontier orbital gap (alpha / beta) is 2.764 / 6.265 eV. The calculation puts the HOMO energy (alpha / beta) at -0.0303 / -0.1590 Eh. Its total charge is -1. Its spin multiplicity is 2.